15
Properties=species:S:1:pos:R:3:forces:R:3 method="wB97M-V/def2-TZVPD" de_lowest_kj_mol=217.9 total_charge=0
C 0.63007 1.46486 0.96085 0.476 -1.409 0.856
O 0.84577 0.67615 -0.23009 0.483 0.182 -0.129
C 0.44098 -0.64683 -0.19028 -1.868 2.870 0.245
N 1.19392 -1.61701 -0.18061 1.338 -2.210 -0.171
S 2.82316 -1.33019 -0.09161 0.883 0.871 0.017
C -1.02593 -0.78460 -0.22247 -1.895 -1.187 0.108
C -1.86726 0.29076 -0.92934 -0.394 -1.419 1.421
S -1.76914 -2.05921 0.53099 0.737 1.190 -0.670
H 1.47207 1.21731 1.69082 -1.042 0.693 -0.864
H -0.31310 1.12270 1.42396 0.282 0.432 -0.012
H 0.57514 2.52748 0.69675 0.183 -0.448 0.001
H 3.28605 -2.55943 -0.28628 -0.322 -0.476 0.014
H -1.96724 1.11470 -0.24471 -0.127 0.506 0.386
H -1.45093 0.68776 -1.80579 0.859 0.327 -1.291
H -2.87356 -0.10446 -1.12219 0.407 0.076 0.090